Record 1
55
Properties=species:S:1:pos:R:3:forces:R:3 method="wB97M-V/def2-TZVPD" gap_ev=8.76 homo_energy_ha=-0.2986 smiles="COc1ccc(C(=O)NC2CCN(CC(=O)N3CCCCC3)CC2)cc1"
H -0.3494 1.2110 -1.9698 0.0 0.0 0.0
C -3.7559 0.6719 3.5773 -0.2 -0.3 0.2
H 3.1364 0.5223 -2.5942 -0.1 -0.1 -0.1
H -5.7195 -1.2056 4.3734 0.0 0.0 0.0
H -5.0846 -2.4872 5.4345 0.0 0.1 0.0
H 0.6935 -4.3648 0.0356 -0.1 0.0 0.0
C 1.5929 -4.3797 -1.9334 -0.3 0.1 -0.1
O 1.0551 0.0113 -0.3075 -0.2 0.3 0.1
C 2.3358 2.8195 -1.6135 0.1 0.3 0.2
H 2.5341 -3.8581 -3.8127 0.0 0.0 -0.1
H -0.5112 -0.0266 1.6075 0.1 0.0 -0.1
H -1.3524 3.4119 -1.7480 0.0 0.1 0.0
H 2.3737 3.7681 -2.1633 0.2 0.0 0.1
H 0.1338 4.2084 -2.2697 0.0 0.1 -0.1
H -4.7306 -0.7807 5.7997 0.0 0.0 0.0
C 0.1570 2.0570 -2.4494 -0.2 0.0 -0.4
H -3.5641 2.6808 2.8636 0.0 0.1 0.0
C 1.7157 -0.3823 -1.2585 0.2 0.0 -0.2
C -2.0245 -0.8278 2.8516 -0.2 -0.1 0.1
C -4.8738 -1.5122 4.9977 -0.2 0.0 0.1
N 2.1993 -1.6410 -1.2890 0.1 -0.2 0.3
C 1.9982 -3.3657 -3.0002 0.3 -0.1 0.1
H -1.6004 -1.8200 2.8694 0.1 -0.1 0.0
C 1.8490 -2.5686 -0.2274 -0.4 0.0 0.3
H -0.0221 4.3105 0.1682 0.1 -0.2 -0.1
C 0.2284 3.3475 -0.2890 -0.1 0.3 0.0
H -0.1699 2.0864 -3.5000 -0.1 0.0 0.1
H 1.1050 -2.8945 -3.4158 0.0 0.0 -0.1
C -1.4244 0.1886 2.1405 -0.1 0.1 0.0
C -1.9835 1.4664 2.1320 -0.3 0.0 0.3
H -0.0087 -3.2040 -1.0972 -0.1 0.0 0.0
H -0.1823 1.3939 0.3102 0.0 0.0 0.1
H 2.2681 3.9133 0.2345 0.0 0.0 0.0
H 1.3610 -2.0016 0.5662 0.2 -0.1 -0.1
C 0.9255 -3.6605 -0.7639 0.3 -0.1 0.0
H 2.4822 -4.9055 -1.5775 0.0 -0.1 0.0
H 3.1932 -1.5645 -3.1353 0.0 0.0 0.1
N -0.4778 2.3450 0.4760 0.1 -0.2 -0.1
C -0.2638 3.3408 -1.7432 0.1 -0.2 0.1
O -1.7720 3.7800 1.6373 -0.1 0.2 0.1
N 1.6035 1.8772 -2.4313 0.0 -0.4 0.3
C 1.7440 3.0732 -0.2222 0.2 -0.1 -0.2
H 3.7963 -2.7578 -1.9757 0.0 0.1 -0.1
H 1.9106 2.1961 0.4040 0.0 0.1 0.0
C 2.0498 0.5118 -2.4636 -0.1 0.4 -0.1
C -3.1451 1.6855 2.8639 0.3 0.1 -0.2
C -1.4058 2.6376 1.4056 0.0 0.0 -0.1
H 2.7699 -3.0136 0.1652 0.0 0.0 0.0
H -4.6581 0.8854 4.1288 -0.1 0.0 0.1
C 2.8915 -2.2871 -2.3806 0.0 0.0 -0.5
H 1.6009 0.0476 -3.3513 0.2 -0.1 0.0
H 3.3634 2.4626 -1.5128 0.0 0.1 -0.1
O -3.7031 -1.6805 4.2365 0.3 0.1 -0.2
C -3.1975 -0.6017 3.5750 0.1 0.0 -0.1
H 0.9129 -5.1197 -2.3582 0.1 -0.1 0.0

Record 2
56
Properties=species:S:1:pos:R:3:forces:R:3 method="wB97M-V/def2-TZVPD" gap_ev=8.45 homo_energy_ha=-0.2951 smiles="CCOc1cc2[nH]c(=S)n(CCN3CCC(C)CC3)c(=O)c2cc1OCC"
C 3.6486 0.9215 0.4359 -0.3 0.1 -0.1
H -3.2101 -2.7645 0.9684 0.0 -0.1 0.0
C 1.2858 0.9790 -1.0776 0.2 0.1 0.3
C 4.2859 -2.1782 -0.4727 -0.1 -0.4 0.1
C 7.0451 1.1827 1.7030 -0.4 -0.1 -0.2
C 2.3189 0.1067 -1.4045 0.1 0.2 0.2
C -3.9933 1.0075 0.6270 -0.3 0.1 0.0
H -3.9695 0.5162 -1.8860 0.0 -0.1 0.0
C -4.7684 -1.2927 1.2822 -0.2 -0.2 -0.3
H 8.0267 0.7812 1.4694 0.1 0.0 0.0
H -4.2750 1.9500 0.1550 0.0 0.1 0.1
H -4.4575 -1.1135 2.3188 0.0 0.0 0.0
H -2.7979 2.6724 -1.7903 0.1 -0.1 -0.1
H 0.4777 3.2840 1.1393 -0.1 -0.1 -0.2
C 0.0453 0.9897 -1.8483 0.2 0.0 0.0
C 5.9906 0.4809 0.8608 0.7 -0.1 -0.1
O 4.7294 1.0239 1.2332 -0.3 0.0 0.1
N -0.9280 1.8842 -1.4056 0.2 0.0 -0.1
C 2.6071 1.7876 0.7678 0.1 -0.1 0.0
O 4.4600 -0.8724 -1.0098 -0.2 0.5 -0.1
H 6.1733 0.6460 -0.2051 -0.1 -0.1 0.2
C -0.7805 2.7133 -0.3321 0.1 0.4 0.4
H 4.1478 -2.1188 0.6171 0.1 0.0 -0.1
H -3.6751 1.2312 1.6506 -0.1 0.1 0.0
H 5.2352 -2.6782 -0.6824 -0.1 0.0 0.1
H 3.1549 -3.9814 -0.7097 0.0 -0.1 0.0
C -5.9257 -2.2868 1.2847 0.2 0.2 0.1
C -5.1852 0.0442 0.6662 0.4 0.0 0.2
H -2.4286 -0.3578 -1.9431 -0.1 0.0 0.0
H 2.1776 -2.5158 -0.8375 -0.1 0.0 0.0
C -2.4404 -0.8026 0.4918 0.0 -0.3 -0.1
C -2.9365 0.5099 -1.5179 0.2 0.3 0.0
H -2.0863 1.7055 -3.1178 0.0 0.1 0.1
H -1.5801 -1.1781 -0.0692 0.0 0.0 0.1
C -2.2301 1.7764 -2.0384 -0.5 -0.2 -0.3
S -1.9017 3.8145 0.1622 -0.4 0.5 0.3
N -2.8437 0.4676 -0.0720 0.0 -0.1 0.0
H -6.7683 -1.8904 1.8469 -0.1 0.0 0.0
O -0.1655 0.2755 -2.8069 0.0 -0.1 -0.1
H 2.7458 2.4426 1.6136 0.0 0.1 0.1
H 3.2386 -2.9911 -2.1722 0.0 0.0 -0.1
H -5.5547 -0.1273 -0.3479 -0.1 0.0 -0.1
H -5.9942 0.4921 1.2455 -0.1 0.0 0.0
H -6.2566 -2.4885 0.2677 -0.1 0.0 -0.1
H -5.6205 -3.2275 1.7382 0.0 -0.1 0.0
C 1.4306 1.8143 0.0363 0.4 -0.6 -0.5
H 2.1977 -0.5308 -2.2662 0.0 -0.1 -0.1
H 6.8393 1.0306 2.7590 0.0 0.0 0.1
H 7.0386 2.2499 1.4991 0.0 0.1 0.0
H -2.1138 -0.6109 1.5206 0.0 -0.1 0.0
H 6.0103 -0.5970 1.0587 -0.1 0.1 -0.1
C 3.4808 0.0405 -0.6581 0.1 -0.2 -0.1
C -3.5679 -1.8411 0.5088 0.2 0.3 0.3
H -3.8676 -2.0675 -0.5174 0.0 -0.1 -0.1
C 3.1356 -2.9637 -1.0906 0.2 0.3 0.1
N 0.3957 2.6547 0.3514 -0.1 0.0 0.0

Record 3
56
Properties=species:S:1:pos:R:3:forces:R:3 method="wB97M-V/def2-TZVPD" gap_ev=8.78 homo_energy_ha=-0.3235 smiles="CC[C@@H](CC(=O)N(C)[C@@H]1CN(C(=O)/C=C/c2cc(C)no2)CC12CC2)SC"
H 0.7361 0.6185 0.1680 0.0 0.0 0.0
H 2.6440 -2.5089 -0.4905 0.0 0.0 0.0
C -0.8937 -3.4103 1.8025 0.0 0.0 0.0
N 0.4355 0.0763 2.2005 0.0 0.0 0.0
C 0.4156 -2.4681 -1.6198 0.4 -0.5 0.2
H 2.3577 -1.2718 0.7349 0.0 0.0 0.0
H 3.1753 5.7997 4.0074 0.0 0.0 0.0
H -0.5076 -3.9294 2.6703 0.0 0.0 0.0
H -1.3788 -2.9886 -6.5219 0.0 0.0 0.0
O 1.4041 0.7942 4.0969 0.0 0.0 0.0
C 2.7064 5.7326 3.0413 0.0 0.0 0.0
H -2.0724 -1.6053 -5.6831 0.0 0.0 0.0
H -0.7931 -4.0619 -4.3657 0.0 0.0 0.0
H -0.0751 -2.4727 -4.4439 0.0 0.0 0.0
H -1.2655 -1.1996 -0.2280 0.0 0.0 0.0
H 1.7548 -2.9220 0.9966 0.0 0.0 0.0
C -1.0307 -2.9934 -4.3871 0.0 0.0 0.0
H -4.3899 -1.4008 -2.6305 0.0 0.0 0.0
H -0.3580 -1.1359 3.7276 0.0 0.0 0.0
H 4.1723 8.1554 1.8430 0.0 0.0 0.0
C 1.0374 1.0276 2.9529 0.0 0.0 0.0
C -3.8053 -0.7843 -3.3121 0.0 0.0 0.0
C -0.0298 0.1990 0.8196 0.0 0.0 0.0
C -1.8832 -2.6772 -5.6071 0.0 0.0 0.0
H -4.1177 0.2526 -3.2005 0.0 0.0 0.0
C -0.9478 -3.1252 -1.8298 -0.2 0.4 -0.2
C 1.2205 2.3652 2.3196 0.0 0.0 0.0
H -2.8462 -3.1934 -5.5662 0.0 0.0 0.0
O 1.6227 4.9775 1.2761 0.0 0.0 0.0
H -1.5916 -3.0365 -0.9583 0.0 0.0 0.0
H 2.2249 3.0933 3.9899 0.0 0.0 0.0
N 0.6899 -1.8081 -0.4383 -0.5 -0.3 0.3
H -3.9843 -1.0960 -4.3390 0.0 0.0 0.0
C 0.1790 -1.2355 2.7825 0.0 0.0 0.0
C -1.7166 -2.6445 -3.0680 0.0 0.0 0.0
C 2.5899 6.7406 2.0431 0.0 0.0 0.0
H 1.1239 -1.7416 2.9991 0.0 0.0 0.0
C 2.0847 4.6588 2.4963 0.0 0.0 0.0
H -0.7019 -4.1822 -1.9611 0.0 0.0 0.0
H -0.9213 0.8294 0.7596 0.0 0.0 0.0
H 2.9660 8.5841 3.0542 0.0 0.0 0.0
C -0.3694 -1.2368 0.3842 0.0 0.0 0.0
H -2.7645 -2.3366 1.2397 0.0 0.0 0.0
H 2.5880 8.7431 1.3275 0.0 0.0 0.0
C 1.9315 -2.1486 0.2446 0.2 0.4 -0.3
H 0.8351 2.5582 1.3277 0.0 0.0 0.0
C -0.6277 -1.9432 1.7135 0.0 0.0 0.0
N 1.9494 6.2938 0.9995 -0.1 0.0 0.0
C 3.1054 8.1395 2.0697 0.0 0.0 0.0
H -2.6992 -3.1246 -3.0451 0.0 0.0 0.0
O 1.3026 -2.6993 -2.4204 0.0 0.0 0.0
C -2.0168 -2.4317 2.0173 0.0 0.0 0.0
H -0.8800 -3.9919 0.8904 0.0 0.0 0.0
C 1.8536 3.3183 2.9971 0.0 0.0 0.0
S -2.0491 -0.8501 -2.9012 0.0 0.0 0.0
H -2.3892 -2.3013 3.0246 0.0 0.0 0.0

Record 4
58
Properties=species:S:1:pos:R:3:forces:R:3 method="wB97M-V/def2-TZVPD" gap_ev=9.13 homo_energy_ha=-0.3175 smiles="CSCC[C@H](NC(=O)C1CCN(S(=O)(=O)c2ccccc2)CC1)C(=O)NC1CC1"
C 2.7635 2.6414 -0.7301 0.0 0.0 0.0
O -0.1791 -0.2933 -0.8527 0.1 0.2 -0.3
H -7.5728 -0.9451 -1.3261 -0.1 0.0 0.0
C -6.7860 -0.3562 -1.7896 0.4 -0.2 0.2
C 1.0178 -1.8678 0.5071 0.1 0.4 -0.3
H 3.1700 -3.6904 0.2893 0.1 0.0 0.0
H 1.1757 -0.6752 2.3146 0.0 0.1 0.0
H 2.4507 3.5255 -0.1950 0.0 0.1 0.0
S -5.1992 -1.2124 -1.6057 -0.1 0.0 0.2
C 1.7629 -0.8769 1.4160 0.1 -0.2 0.1
C 3.5952 0.3882 -2.1255 0.1 0.0 -0.2
H 3.9438 -2.8664 -1.0797 -0.1 -0.2 0.0
H 1.9969 -1.3612 -1.3240 -0.1 -0.1 0.0
O -3.4310 0.6619 2.0592 -0.2 0.0 0.4
C 3.2714 -2.7311 -0.2325 -0.2 -0.3 -0.6
N -1.3772 -1.4940 0.6263 -0.4 -0.1 0.2
H 0.7542 -2.7646 1.0765 0.0 0.0 0.0
C 2.7874 1.3277 -2.7454 0.0 -0.1 0.0
H 1.4091 -3.0263 -1.2738 0.0 0.0 -0.1
C 1.8964 -2.2433 -0.6902 0.0 -0.1 0.2
H -5.9521 -1.8875 0.5651 0.0 0.1 0.1
H 3.8998 1.8218 0.9134 0.0 0.1 0.1
C -2.6527 -0.8590 0.3283 -0.1 0.0 0.0
H -0.7916 3.5112 -0.7052 0.0 -0.1 -0.1
H 3.7152 -0.6875 2.3577 -0.2 -0.1 0.2
H 1.7352 3.1764 -2.5274 0.0 0.1 0.0
H -2.6760 -0.6617 -0.7497 0.0 0.0 0.2
H 3.0090 -2.3154 2.4442 0.1 0.0 0.0
C -3.8034 -1.7795 0.7210 0.1 0.3 -0.1
N 3.9182 -1.8068 0.6638 0.8 0.6 -0.4
H -5.2964 -0.2312 0.5828 0.0 -0.1 0.1
H 3.9599 -0.4816 -2.6492 0.0 -0.1 -0.1
C -2.7252 0.4868 1.0857 0.1 -0.3 -0.5
H -3.6272 -2.7748 0.3080 0.1 0.0 0.0
O 5.7347 -1.3523 -0.9701 -0.3 0.0 -0.2
O 5.6115 -0.0517 1.1319 -0.3 0.2 0.0
N -1.9132 1.4104 0.5491 0.3 0.3 -0.3
C -5.1372 -1.2477 0.2238 -0.2 0.0 -0.4
H 1.8892 0.0600 0.8702 -0.1 0.0 0.1
H 2.4864 1.1868 -3.7721 0.0 0.0 -0.1
S 4.9531 -0.6732 0.0204 0.1 -0.3 0.2
C -0.2310 -1.1533 0.0128 0.2 -0.5 0.3
H -0.0568 3.6728 2.3075 0.0 0.1 0.1
H -1.3913 4.7746 0.4454 0.0 0.1 0.0
C -1.6796 2.6851 1.1432 -0.1 0.1 0.2
C 3.9606 0.5772 -0.8070 0.4 -0.4 0.3
C 2.3668 2.4463 -2.0438 0.0 0.0 0.0
C -0.2642 3.1089 1.4118 0.0 0.0 0.2
C -1.0542 3.7587 0.3120 -0.1 0.1 -0.1
H -1.3014 1.1311 -0.2137 -0.2 -0.2 0.1
H -1.3640 -2.1389 1.4007 0.2 0.0 -0.1
H -6.7209 0.6262 -1.3298 -0.1 0.1 0.0
H -2.4505 2.9342 1.8604 0.1 0.1 0.0
C 3.5638 1.6986 -0.1046 0.1 0.1 0.1
H 0.5215 2.4252 1.1274 0.0 -0.1 -0.1
C 3.1337 -1.4296 1.8100 -0.3 0.5 0.5
H -6.9715 -0.2589 -2.8539 -0.1 0.0 -0.1
H -3.8480 -1.8419 1.8114 0.0 -0.1 0.0